No. 1
The following is a quantum chemistry calculation of one molecule with the formula C19H23NO2, from the OMol25 dataset.

Structure (ORCA input):
```
! wB97M-V def2-TZVPD RIJCOSX def2/J DEFGRID3
* xyz 0 1
O 0.2564 -1.6095 -0.5531
O -0.0845 1.9121 -1.9709
N -0.2821 0.1621 0.7421
C -1.3649 -0.5751 1.3629
C 0.1323 -1.9092 2.9588
C 3.5333 1.7493 -2.2144
C -1.0832 -0.9939 2.8081
C 2.2184 2.1239 -2.4115
C 2.8114 -0.0104 -0.7622
C -0.0227 1.5100 1.2086
C -2.3585 1.4191 -1.5573
C -1.0173 -0.1783 -2.7642
C 1.2321 1.6235 2.0740
C 0.4290 -0.4443 -0.2350
C 3.8329 0.6731 -1.3955
C -3.3383 -0.6263 -2.3396
C -1.1334 1.0278 -2.0849
C -0.0513 -3.2622 2.2821
C 1.1884 1.4356 -1.7788
C -2.1209 -1.0021 -2.8808
C -3.4559 0.5893 -1.6868
C 1.4852 0.3740 -0.9195
H -2.4322 2.3707 -1.0530
H 1.0119 -1.4188 2.5368
H -2.0240 -1.9444 -3.3976
H 0.3161 -2.0593 4.0263
H -2.2670 0.0469 1.3318
H 4.3237 2.2912 -2.7116
H 1.1594 0.9871 2.9516
H 3.0300 -0.8543 -0.1244
H -0.0790 -3.1476 1.2020
H 0.0697 2.1914 0.3596
H 0.7787 -3.9198 2.5305
H 2.1143 1.3363 1.5074
H 1.3533 2.6533 2.4012
H -4.1949 -1.2769 -2.4301
H -1.5348 -1.4584 0.7455
H 4.8576 0.3665 -1.2516
H -0.0667 -0.4707 -3.1847
H -0.9742 -3.7350 2.6123
H -4.4055 0.8922 -1.2704
H -1.9704 -1.5105 3.1807
H -0.9408 -0.1012 3.4224
H -0.8939 1.8224 1.7890
H 1.9620 2.9506 -3.0558
*
```

Properties
SMILES	CCCCN(CC)C(=O)c1ccccc1Oc1ccccc1
HOMO-LUMO gap	9.4	eV
molecular weight	297.4	g mol⁻¹
LUMO level	0.8527	eV

---

No. 2
The following is a quantum chemistry calculation of one molecule with the formula C19H23NO3, from the OMol25 dataset.

Structure (ORCA input):
```
! wB97M-V def2-TZVPD RIJCOSX def2/J DEFGRID3
* xyz 0 1
O 4.9150 -0.3644 2.2625
O 0.7535 0.8613 4.3092
O 1.0981 -3.1691 0.0544
N -0.4588 -0.3494 -1.2678
C -4.4895 1.7062 1.1699
C -0.5797 -1.5036 -0.2919
C 1.8509 -0.3844 -2.3477
C -4.3588 1.3153 -0.1862
C -0.0998 0.5340 -3.6154
C 0.7615 -0.5582 2.4153
C -2.0470 1.6433 1.3700
C -3.0859 1.0807 -0.7473
C 1.4553 -1.2664 1.4223
C 0.7265 -2.0445 0.4150
C -1.9218 1.2570 0.0088
C 0.3162 -0.4986 -2.5500
C 3.5592 -0.4602 2.3277
C 1.4613 0.2149 3.3411
C -0.0026 -1.8691 -3.1361
C 2.8623 0.2985 3.3172
C -0.5862 0.9832 -0.6211
C -3.3312 1.8524 1.9349
C 2.8797 -1.2440 1.4186
H -5.2464 1.1840 -0.8112
H 1.3751 1.3539 4.8716
H 0.2350 0.2393 -4.6263
H 2.0493 0.5239 -1.8095
H 0.3895 1.4924 -3.4178
H 3.4084 0.8730 4.0676
H -5.4458 1.9624 1.5620
H -1.0474 -2.3857 -0.8027
H 2.1736 -1.2489 -1.7602
H -1.1762 0.6742 -3.6254
H 0.4078 -1.9361 -4.1425
H -0.3944 1.7708 -1.3828
H 0.4831 -2.6421 -2.5418
H 2.3853 -0.3702 -3.3145
H -1.0673 -2.1080 -3.1651
H 3.4640 -1.8098 0.6823
H -0.3161 -0.4655 2.3894
H -1.1668 1.8297 1.9801
H 0.2044 1.0963 0.1339
H -3.3501 2.2100 2.9706
H -1.2959 -1.2053 0.4710
H -2.9921 0.7873 -1.7789
H 5.2447 0.1396 3.0468
*
```

Properties
SMILES	CC(C)(C)N(CC(=O)c1cc(O)cc(O)c1)Cc1ccccc1
HOMO-LUMO gap	8.3	eV
molecular weight	313.4	g mol⁻¹
LUMO level	0.1833	eV

---

No. 3
The following is a quantum chemistry calculation of one molecule with the formula C19H23NO8S, from the OMol25 dataset.

Structure (ORCA input):
```
! wB97M-V def2-TZVPD RIJCOSX def2/J DEFGRID3
* xyz 0 1
S -1.9303 -0.6034 -1.0316
O -1.1296 -3.1375 2.7268
O 2.5279 -0.4706 -3.7009
O -1.3225 -1.0432 1.9458
O 1.1682 -2.0834 1.4068
O 1.2790 3.3117 -0.0574
O -0.2841 4.3462 1.7359
O -1.8040 -0.3493 -2.4369
O -3.1955 -1.0825 -0.5597
N -0.7868 -1.7707 -0.5923
C 3.8577 -0.2334 -4.0927
C -0.7409 3.2140 1.1454
C -1.9504 2.5973 1.4290
C 0.5731 -1.5511 -0.8385
C 3.2660 -1.0700 -1.4533
C 2.8933 -1.4904 -0.1854
C -1.2264 -2.7714 0.3436
C -1.4780 0.8933 -0.1688
C 0.9611 -1.1552 -2.1103
C 2.2935 -0.8920 -2.4261
C 2.1634 2.7869 -1.0207
C 2.1135 -2.6240 2.2996
C 1.5688 -1.7204 0.1483
C -1.3307 -0.5419 3.2754
C -1.1944 -2.3629 1.8091
C -0.2759 1.5008 -0.4947
C 0.1149 2.6530 0.1640
C -2.3200 1.4283 0.7746
C -1.1055 4.9943 2.6777
H 1.5254 -3.0705 3.1014
H 2.4919 1.7760 -0.7562
H -2.0598 5.2988 2.2372
H -0.6466 -3.6888 0.2193
H 3.6629 -1.6144 0.5599
H -2.6180 3.0188 2.1632
H 4.4709 -1.1361 -4.0057
H 4.3131 0.5733 -3.5079
H -2.3326 -0.6314 3.7001
H -1.0381 0.5036 3.2123
H 3.0191 3.4604 -1.0245
H -0.6302 -1.1073 3.8926
H 1.7097 2.7683 -2.0162
H 4.3098 -0.8915 -1.6541
H -0.5521 5.8798 2.9858
H 2.7204 -3.3982 1.8216
H -1.2928 4.3631 3.5525
H -2.2735 -2.9775 0.0995
H -3.2513 0.9327 0.9903
H 3.8068 0.0663 -5.1381
H 0.3260 1.0638 -1.2710
H 2.7665 -1.8482 2.7131
H 0.2116 -1.0254 -2.8725
*
```

Properties
SMILES	COC(=O)CN(c1cc(OC)ccc1OC)S(=O)(=O)c1ccc(OC)c(OC)c1
HOMO-LUMO gap	8.8	eV
molecular weight	425.5	g mol⁻¹
LUMO level	0.5693	eV

---

No. 4
The following is a quantum chemistry calculation of one molecule with the formula C19H23NO9, from the OMol25 dataset.

Structure (ORCA input):
```
! wB97M-V def2-TZVPD RIJCOSX def2/J DEFGRID3
* xyz 0 1
O -3.3842 -2.0430 -0.9904
O -2.9907 0.2093 0.8714
O 0.9741 2.6058 -0.0192
O 0.1722 -0.4994 -2.6966
O 0.7839 2.4898 -2.2465
O -1.1128 -1.3488 2.0783
O -3.5856 1.8206 -0.5630
O -1.1858 -1.6436 -0.7364
O 2.3575 -0.1895 -2.2824
N 0.4012 0.3355 1.7616
C 1.4747 -0.0377 2.5834
C -1.6371 0.3896 0.4934
C 3.6860 0.4944 3.3669
C -1.3956 -0.2502 -0.8991
C 2.7476 3.4506 -1.4084
C 1.4208 2.8200 -1.1227
C -0.7605 -0.3203 1.5512
C 1.6780 -1.5697 -4.1352
C 1.4707 -1.1798 3.3766
C 2.5901 0.7978 2.5834
C -2.2834 -2.4272 -0.7050
C 3.6827 -0.6432 4.1580
C 1.4805 -0.6855 -2.9376
C 2.5749 -1.4730 4.1575
C -1.9156 -3.8089 -0.2597
C -5.2849 0.5656 0.6054
C -0.4302 1.7639 -2.1115
C -3.8929 0.9615 0.2247
C -0.1686 0.3398 -1.5976
H 3.4574 2.6435 -1.5892
H 2.5430 -2.2076 -3.9778
H -0.8588 1.7162 -3.1138
H 0.6098 -1.8263 3.3799
H 1.8707 -0.9403 -5.0023
H -5.5041 -0.3715 0.0950
H 0.5587 1.2075 1.2642
H 2.6895 4.0636 -2.3022
H 2.5658 -2.3606 4.7725
H -2.7159 -4.5042 -0.4918
H -2.2873 -0.1009 -1.5237
H -0.9819 -4.1168 -0.7205
H -1.4167 1.4624 0.4540
H 0.7864 -2.1612 -4.3154
H 2.5859 1.6831 1.9639
H 4.5460 1.1477 3.3608
H 3.0788 4.0340 -0.5547
H -5.3431 0.3900 1.6752
H -5.9912 1.3280 0.2929
H -1.1175 2.2977 -1.4495
H -1.7670 -3.7655 0.8185
H 4.5392 -0.8797 4.7712
H 0.6856 0.3366 -0.9080
*
```

Properties
SMILES	CC(=O)OC[C@H](OC(C)=O)[C@@H](OC(C)=O)[C@@H](OC(C)=O)C(=O)Nc1ccccc1
HOMO-LUMO gap	9.1	eV
molecular weight	409.4	g mol⁻¹
LUMO level	0.6520	eV

---

No. 5
The following is a quantum chemistry calculation of C19H23O3S as an isolated structure, from the OMol25 dataset.

Structure (ORCA input):
```
! wB97M-V def2-TZVPD RIJCOSX def2/J DEFGRID3
* xyz 1 1
S 0.5444 -0.6463 3.2589
O -2.4580 -0.3806 2.1547
O -0.3426 -2.1745 0.9971
O 1.5636 -0.4504 -4.8149
C 1.2413 0.8305 4.0670
C -0.1834 -1.4235 -1.7920
C -1.0918 1.9550 -0.1949
C 2.8447 0.0627 -5.2663
C 1.2914 -0.5391 -3.4843
C 0.1017 -1.2155 -3.1186
C 0.6304 -0.8873 -0.7804
C -1.2526 2.3393 -1.5190
C -2.6452 -0.7379 3.5449
C 2.1163 0.0296 -2.4838
C 0.4127 -0.0134 1.6017
C -2.2558 1.7543 -2.3053
C 0.2324 -1.1405 0.6462
C -3.1042 0.7927 -1.7506
C -1.5569 0.4733 1.6903
C 1.9463 -1.7831 3.5811
C -2.9296 0.3662 -0.4340
C 1.7857 -0.1658 -1.1488
C -1.8720 0.9109 0.3151
H 1.0136 0.6635 5.1267
H 2.9201 -1.2930 3.4177
H 1.8270 -2.6909 2.9798
H 3.6679 -0.5244 -4.8370
H 1.8125 -2.0251 4.6477
H 0.7117 1.7052 3.6936
H 1.2736 0.6516 1.4070
H -0.5501 -1.5519 -3.9210
H 2.4132 0.2548 -0.3612
H 2.8271 -0.0605 -6.3524
H -0.3501 2.4283 0.4569
H -2.7055 0.1503 4.1894
H -3.8963 0.3548 -2.3554
H 2.3206 0.8744 3.8792
H -1.8420 -1.4095 3.8867
H 2.9839 0.6396 -2.7476
H -0.5816 3.0848 -1.9453
H -1.0847 -1.9747 -1.5206
H -3.5816 -0.3840 0.0097
H -3.5854 -1.2956 3.5407
H -1.1426 1.2229 2.3779
H -2.4115 2.0965 -3.3342
H 2.9410 1.1264 -5.0024
*
```

Properties
HOMO-LUMO gap	8.1	eV
molecular weight	331.5	g mol⁻¹
LUMO level	-2.9141	eV

---

No. 6
The following is a quantum chemistry calculation of a 6-piece molecular cluster, C19H24BF5O19 overall, from the OMol25 dataset.

Structure (ORCA input):
```
! wB97M-V def2-TZVPD RIJCOSX def2/J DEFGRID3
* xyz 0 1
F -3.4388 5.5399 -1.3556
F -7.3680 -2.5779 -2.4617
F 1.4439 1.5934 3.5873
F -1.3207 -2.9621 -4.5533
F 7.8005 0.8402 2.7464
O 0.5971 2.4228 0.7316
O -1.7578 3.6648 -3.7043
O 0.7117 -3.7211 -3.9174
O 3.9111 -0.9030 1.4951
O -2.1063 2.1952 1.8808
O -4.1462 -3.7874 -2.5340
O 2.5659 -3.9872 -2.6535
O 3.6786 1.8074 3.8427
O 0.1198 0.3320 -0.3250
O 5.6684 2.0697 4.8705
O -2.7537 0.9698 0.1266
O -3.7989 3.8687 -2.8327
O 5.9997 -0.4035 2.1793
O -3.4723 2.5210 -4.6159
O 4.8473 1.0769 0.9845
O -5.4418 -2.4823 -1.2819
O 3.8919 1.2430 5.9878
O 0.6262 -3.3098 -1.7285
O -3.3895 -3.0599 -0.5473
C -3.2376 -0.2919 0.6334
C 0.6409 -1.1473 1.5823
C -6.0263 -2.4836 -2.5781
C 2.5404 1.0273 4.1555
C 6.0561 1.7365 1.3890
C -1.7982 1.5677 0.9010
C -1.6724 4.6841 -2.7035
C 4.8271 -0.1456 1.5475
C 1.1154 -0.5150 0.2864
C 6.9451 0.5619 1.7411
C -2.9079 4.4071 -1.8752
C 2.5032 1.1073 5.6666
C -4.2460 -3.1103 -1.3694
C 4.5323 1.7405 4.9083
C -5.4132 -3.7208 -3.2012
C -3.0514 3.2735 -3.8053
C 1.4228 -3.6982 -2.7522
C -0.6394 -2.9061 -2.2679
C -0.6615 -3.6467 -3.5850
B -0.2643 1.4125 0.4069
H -0.7451 4.5983 -2.1439
H -1.0723 -4.6563 -3.5307
H -0.6410 -1.8244 -2.4179
H 7.5100 0.1492 0.9034
H -2.7588 3.6808 -1.0742
H 2.6716 0.0219 3.7506
H 0.7114 -0.4774 2.4426
H -1.7277 5.6671 -3.1734
H 2.0582 0.0136 0.4223
H 1.3176 -1.3195 -0.4238
H 6.4431 2.3503 0.5809
H 0.4316 2.7695 1.6196
H -2.9333 -0.4251 1.6744
H -2.7923 -1.0883 0.0420
H 5.8615 2.3533 2.2666
H -4.3243 -0.3078 0.5792
H 2.0844 0.2237 6.1389
H -5.2777 -3.6480 -4.2760
H -1.4540 -3.1845 -1.6076
H -5.7772 -1.5476 -3.0800
H 1.9624 1.9941 5.9997
H -5.9967 -4.6102 -2.9615
H -0.3758 -1.5342 1.4796
H 1.2914 -2.0021 1.7874
*
```

Properties
SMILES	O=C1OC[C@@H](F)O1.O=C1OC[C@@H](F)O1.O=C1OC[C@@H](F)O1.O=C1OC[C@@H](F)O1.O=C1OC[C@@H](F)O1.CCOB(O)C(=O)OC
HOMO-LUMO gap	10.4	eV
molecular weight	662.2	g mol⁻¹
LUMO level	0.4094	eV

---

No. 7
The following is a quantum chemistry calculation of C19H24ClDyNSi as an isolated structure, from the OMol25 dataset.

Structure (ORCA input):
```
! wB97M-V def2-TZVPD RIJCOSX def2/J DEFGRID3
* xyz -1 6
Dy 1.5056 -0.4526 -0.3589
Cl -0.3947 -0.5152 -1.8931
Si -2.7989 -1.5678 0.6286
N -2.1090 0.0017 0.5992
C -1.6065 -3.0037 0.4059
C -2.9379 3.1494 -1.0158
C 6.0060 -0.3419 -3.2971
C 7.1425 -0.4192 -1.2781
C 6.9194 0.9572 -1.6084
C -2.1200 2.1503 -0.5415
C -4.6429 2.5453 0.6939
C 0.3860 -0.5011 1.7934
C 2.6291 0.0740 1.7906
C 6.2172 1.0046 -2.8565
C -4.2040 3.3367 -0.4056
C -3.8732 -1.3718 -0.8759
C 0.4909 0.8761 1.3954
C 1.8764 1.2235 1.3705
C -3.8162 1.5588 1.1629
C 1.7087 -1.0057 2.0152
C -3.7203 -1.9062 2.2191
C 6.5783 -1.2219 -2.3223
C -2.6253 1.2191 0.4215
H -1.1705 1.9085 -1.0051
H -2.2832 -3.8582 0.2656
H -4.0912 0.8702 1.9785
H 5.9282 1.9013 -3.3874
H -4.4825 -1.1403 2.4351
H -2.6244 3.7750 -1.8584
H -4.4321 -2.3072 -0.9791
H -0.5222 -1.0293 2.0640
H -0.9825 -2.8947 -0.4949
H 7.2513 1.8102 -1.0319
H -4.2078 -2.8782 2.0474
H -4.8651 4.1453 -0.7593
H -0.3148 1.5834 1.2823
H -0.9690 -3.1959 1.2846
H -5.6252 2.6855 1.1758
H -3.0425 -1.9872 3.0869
H -4.5503 -0.5106 -0.7470
H 1.8812 -2.0185 2.3510
H 6.6104 -2.3014 -2.3797
H 3.7168 0.0222 1.8804
H 7.6723 -0.7854 -0.4090
H 2.1948 2.2314 1.1335
H -3.2340 -1.1750 -1.7551
H 5.5308 -0.6406 -4.2213
*
```

Properties
HOMO-LUMO gap (alpha / beta)	3.9 / 3.8	eV
molecular weight	492.4	g mol⁻¹
LUMO level (alpha / beta)	0.4143 / 0.2795	eV

---

No. 8
The following is a quantum chemistry calculation of C19H24ClN4O5P2S2Tc as an isolated structure, from the OMol25 dataset.

Structure (ORCA input):
```
! wB97M-V def2-TZVPD RIJCOSX def2/J DEFGRID3
* xyz 1 4
Tc 1.2228 -0.7951 0.6159
Cl 0.8158 -3.8704 0.1910
S 1.4315 -0.1444 2.8388
S 3.5091 -0.8902 0.9766
P 1.2174 -0.8628 -1.9207
P 1.3657 1.5629 0.0496
O 0.9497 -2.8090 1.2949
O 0.8934 -5.1348 0.8144
O -0.4519 -3.6385 -0.4422
O 1.9003 -3.6243 -0.7276
O -5.8629 -0.8568 1.9336
N 6.5859 -0.2089 2.8812
N -0.8909 -0.6250 0.6280
N 3.3585 0.9402 5.8022
N -3.3107 -0.4382 0.9553
C -5.2784 -1.8523 1.1169
C 0.3586 -2.1040 -2.9074
C 3.6892 0.5147 4.7873
C 0.5802 0.7436 -2.4800
C 0.2944 3.1007 -2.0318
C 0.3987 2.6382 1.1358
C -0.3714 2.1946 -4.1529
C -4.9025 -0.2603 2.7809
C 3.0223 2.2779 0.0774
C 0.0393 0.9333 -3.7484
C 4.0923 0.0173 3.5047
C -4.2770 -1.2329 0.1599
C -2.0376 -0.5356 0.7747
C -0.2367 3.2795 -3.2995
C 5.4847 -0.1043 3.1923
C 2.9315 -0.9294 -2.5103
C 3.1540 -0.3018 2.5820
C -3.8751 0.4956 1.9596
C 0.6925 1.8339 -1.6120
H -4.4105 -1.0254 3.3935
H 3.5331 -0.1538 -2.0368
H 3.4158 2.2352 1.0937
H 0.7539 -3.0831 -2.6556
H -3.7271 -1.9960 -0.3886
H -6.0830 -2.3251 0.5568
H -0.7111 -2.0958 -2.7125
H 3.3494 -1.9019 -2.2464
H -4.3403 1.3256 1.4250
H -4.7709 -0.5594 -0.5421
H -5.4304 0.4270 3.4396
H 2.9603 3.3183 -0.2471
H 3.6980 1.7305 -0.5758
H -3.0617 0.8709 2.5790
H -0.5484 4.2648 -3.6187
H 0.4537 3.6688 0.7866
H 0.8037 2.5788 2.1443
H -0.6424 2.3190 1.1510
H -0.7927 2.3290 -5.1401
H -0.0650 0.1039 -4.4342
H 0.3890 3.9580 -1.3779
H -4.7885 -2.6122 1.7373
H 0.5553 -1.8916 -3.9587
H 2.9669 -0.7990 -3.5924
*
```

Properties
HOMO-LUMO gap (alpha / beta)	8.1 / 6.4	eV
molecular weight	648.0	g mol⁻¹
LUMO level (alpha / beta)	-3.4027 / -5.3396	eV